# 1
Formula: C31H31ClMoN4PS4
Source: the Open Molecules 2025 dataset
Level of theory: the ωB97M-V functional and the def2-TZVPD basis

Results
Kohn-Sham gap (spin up / spin down) (Eh): 0.2627 / 0.2065
LUMO energy (spin up / spin down) (eV): -9.3407 / -10.8050
Total charge: +3
DFT total energy (a.u.): -3880.4527
Multiplicity: 3

Structure (XYZ):
```
73
Properties=species:S:1:pos:R:3:forces:R:3:lowdin_charge:R:1
H 4.974 3.675 3.574 0.00 0.00 0.00 0.118
H -1.808 -4.839 2.107 0.00 -0.01 0.00 0.108
C -2.170 -1.872 1.241 0.01 0.05 -0.03 -0.638
C 1.638 4.483 3.486 0.01 -0.02 0.02 -0.029
H -3.541 0.082 2.290 0.00 0.01 0.01 0.064
C 0.975 2.022 2.493 0.01 0.01 0.01 -0.571
H -1.504 2.346 -2.152 -0.01 -0.01 0.05 0.125
C 6.226 2.932 -0.007 -0.03 -0.02 -0.01 -0.053
C 1.881 6.283 -2.626 0.00 -0.01 0.01 -0.028
H -2.580 -3.561 -1.152 0.00 0.00 -0.01 0.110
H -5.329 2.367 -0.246 0.00 0.00 0.01 0.133
C -3.480 2.243 -1.313 -0.02 -0.02 0.04 -0.063
H -1.014 -1.640 4.219 -0.01 0.00 0.01 0.099
H -3.275 -3.872 2.420 0.01 0.00 0.00 0.099
C -2.803 -0.282 2.998 0.00 -0.03 -0.02 -0.054
H -1.235 -4.497 -0.471 0.00 0.00 0.00 0.108
H -0.859 -3.031 3.137 0.00 -0.01 0.01 0.097
H 3.832 5.533 -2.139 0.00 0.00 0.00 0.117
C 1.232 4.363 2.165 0.01 0.01 -0.01 -0.037
H 1.896 5.456 3.882 0.00 0.00 0.00 0.129
H 2.018 3.458 5.335 0.00 0.00 0.00 0.131
H -3.295 -0.481 3.948 0.00 0.01 0.00 0.112
H -3.941 1.949 -2.246 0.00 0.00 0.00 0.133
C 1.707 3.362 4.304 0.00 0.01 -0.01 -0.029
C 0.882 3.116 1.648 -0.03 -0.05 0.00 -0.373
C -1.562 -2.330 3.577 -0.01 0.01 -0.03 -0.019
H 2.262 7.093 -3.234 0.00 0.00 0.00 0.126
C 0.017 5.102 -1.675 -0.01 0.01 0.01 -0.064
C -3.665 2.874 1.015 0.00 0.00 -0.02 -0.032
C 0.512 6.134 -2.457 0.01 0.00 0.00 -0.036
S -2.389 -0.623 0.000 -0.01 -0.05 -0.01 0.704
S 6.962 0.146 -0.774 -0.04 0.01 0.00 0.963
C 2.766 5.403 -2.011 -0.02 0.01 -0.01 -0.046
H -0.172 6.828 -2.926 0.00 0.00 0.00 0.125
H 6.508 2.788 -1.044 0.00 0.00 0.00 0.113
N 3.203 1.129 -0.374 0.00 -0.04 -0.02 0.050
N 4.553 1.194 -0.236 0.04 0.09 0.03 -0.132
N -2.209 -1.533 2.527 0.01 0.00 0.02 -0.190
H -3.173 -4.884 0.981 0.00 0.00 0.00 0.112
P 0.313 2.872 -0.043 0.03 0.08 0.03 0.956
H 1.182 5.237 1.526 0.00 0.00 0.00 0.127
C 5.311 3.467 2.567 0.00 -0.01 -0.01 -0.029
C -2.603 -4.248 1.655 0.01 0.01 -0.01 0.000
H -2.036 0.480 3.151 -0.01 0.01 0.01 0.070
S 1.264 -0.281 -1.662 -0.01 0.00 0.05 0.581
C 1.375 2.104 3.809 -0.01 0.00 -0.01 -0.082
Mo -0.386 0.626 -0.334 0.05 0.03 0.01 0.567
C -2.295 3.024 1.111 0.00 -0.02 -0.01 -0.053
S 4.245 -0.708 -1.832 0.00 0.03 0.02 1.127
C 2.283 4.364 -1.236 0.02 -0.02 0.01 -0.091
C 4.666 2.502 1.814 0.02 0.01 -0.01 0.000
H 7.708 4.434 0.365 0.00 0.00 0.00 0.130
H 3.831 1.940 2.210 0.01 0.01 0.00 0.108
C -4.254 2.478 -0.188 0.00 0.00 0.01 -0.021
H -1.841 3.337 2.043 0.00 0.00 0.00 0.122
H 6.911 4.896 2.657 0.00 0.00 0.00 0.128
C 5.150 2.238 0.541 -0.01 -0.01 0.01 -0.234
H -0.982 -2.809 -0.930 0.00 0.00 0.00 0.051
C 2.890 0.159 -1.170 -0.05 -0.04 0.00 -0.996
Cl 0.563 0.400 1.868 -0.01 0.00 -0.03 0.736
N -2.066 -3.133 0.854 -0.02 -0.03 0.00 -0.171
H -4.289 3.074 1.876 0.00 0.00 0.00 0.131
H -2.288 -2.865 4.186 0.01 -0.01 0.01 0.109
C 6.412 4.151 2.052 0.00 0.00 0.00 -0.020
H -1.052 5.009 -1.531 -0.01 -0.01 0.00 0.109
C 6.868 3.888 0.771 0.01 0.02 0.02 -0.023
C -1.696 -3.513 -0.515 0.00 0.00 0.00 -0.045
C 5.281 0.293 -0.898 0.00 -0.08 -0.03 -0.960
H 1.431 1.224 4.437 0.00 0.00 0.00 0.123
H 2.970 3.683 -0.747 -0.01 0.01 -0.01 0.080
C -2.100 2.412 -1.239 0.05 0.06 -0.01 -0.195
C 0.903 4.212 -1.069 -0.03 0.00 -0.02 -0.357
C -1.494 2.816 -0.024 0.00 -0.03 -0.10 -0.457
```
Positions in Å, forces in eV/Å.


# 2
Formula: C31H31FN10O7PbS2
Source: the Open Molecules 2025 dataset
Level of theory: the ωB97M-V functional and the def2-TZVPD basis

Results
Kohn-Sham gap (Eh): 0.1573
LUMO energy (eV): -2.8713
DFT total energy (a.u.): -3363.1829

Structure (XYZ):
```
83
Properties=species:S:1:pos:R:3:forces:R:3:lowdin_charge:R:1
H 3.964 -3.574 -0.659 -0.01 0.00 0.01 0.100
C 4.536 -3.511 1.402 -0.02 0.00 -0.03 -0.010
H 2.568 -4.417 4.007 0.00 -0.02 0.01 0.120
H -3.721 2.150 -5.077 0.00 0.00 0.00 0.096
O 1.633 -5.085 -1.719 -0.03 0.07 0.07 -0.271
S -2.732 5.512 6.449 -0.01 -0.11 0.03 0.386
C -1.821 -2.455 -2.804 0.05 -0.15 -0.43 -0.332
C -2.716 2.553 -4.928 -0.02 0.01 -0.03 -0.031
C 3.658 -3.739 0.365 0.02 -0.04 -0.01 -0.048
C 1.923 0.222 -2.592 -0.02 0.06 -0.06 -0.111
H -1.080 -4.393 -2.243 0.05 -0.03 0.04 0.104
O 1.166 -0.859 1.019 0.27 0.10 -0.04 -0.180
C 2.364 -4.172 0.639 0.06 -0.01 0.20 -0.294
N -1.330 6.940 4.627 -0.03 -0.01 0.07 0.136
O -2.985 4.085 6.496 -0.05 0.08 0.09 -0.372
H 0.599 4.247 0.746 0.02 0.01 -0.01 0.112
H -0.571 -3.281 1.413 -0.05 0.02 0.01 0.036
H 3.634 0.628 -3.832 0.02 0.01 0.00 0.103
Pb -0.528 -0.991 -0.293 0.04 -0.43 0.14 1.490
C -0.006 -1.915 2.857 -0.12 0.03 0.00 -0.152
C -1.146 -3.664 -3.037 -0.05 0.07 -0.02 -0.017
N 1.258 -0.686 -1.892 -0.10 0.13 0.04 0.033
H -1.978 1.830 -5.270 -0.01 -0.01 0.00 0.088
C -0.685 -2.969 -5.251 0.02 0.06 -0.18 -0.249
N -0.920 -2.409 1.822 -0.03 -0.03 -0.21 -0.020
N -1.512 1.146 -2.043 0.09 -0.22 -0.04 0.161
C -1.386 -1.777 -5.081 0.10 -0.18 -0.05 0.010
H -3.038 -1.363 -1.374 -0.29 -0.18 -0.08 0.059
H -1.949 0.368 2.220 0.01 -0.03 0.02 0.109
C 1.748 -1.953 -1.828 -0.22 -0.19 0.08 -0.470
O -1.851 6.025 7.476 -0.05 -0.02 0.07 -0.349
F -0.111 -3.191 -6.442 -0.08 0.01 0.16 0.086
C -1.977 1.947 -2.736 -0.04 0.14 -0.06 -0.262
H -2.607 3.463 -5.516 0.00 -0.02 0.00 0.094
H -2.853 4.159 -1.921 -0.01 0.01 0.00 0.096
H 5.536 -3.153 1.193 0.03 0.01 -0.01 0.116
C 2.869 -4.226 2.985 -0.04 0.02 -0.01 -0.028
O 2.195 -1.067 2.974 0.07 0.02 0.03 0.087
H -0.346 8.076 3.238 0.01 0.01 0.00 0.110
C -2.328 -2.169 -1.501 0.53 0.83 0.62 -0.061
N -1.525 4.628 4.206 -0.11 0.03 0.09 0.155
C -1.746 5.706 4.945 0.13 0.08 -0.22 -0.329
H -1.465 -1.090 -5.911 -0.01 0.02 -0.01 0.118
H 0.584 2.124 -0.507 0.02 -0.01 -0.02 0.096
H -1.845 -2.612 2.185 0.03 0.08 0.10 0.103
H -2.504 -0.614 -3.681 0.00 0.04 -0.01 0.092
H 4.585 -3.268 4.661 0.00 -0.01 -0.02 0.099
N 0.931 -2.740 -1.109 0.05 0.25 -0.05 -0.176
C 3.087 -0.101 -3.254 -0.02 0.01 0.01 -0.041
H -0.512 -1.160 3.462 0.00 -0.04 0.00 0.123
C 3.524 -1.415 -3.115 0.03 0.00 -0.02 -0.095
C -0.429 6.013 2.625 0.00 -0.03 0.09 -0.002
N -2.470 2.874 -3.527 0.04 0.09 0.04 -0.197
C -3.207 3.990 -2.935 -0.02 -0.01 -0.01 -0.022
C 1.982 -4.440 1.950 0.10 -0.03 -0.05 -0.076
S 1.178 -4.260 -0.636 -0.11 -0.28 -0.09 0.606
O -0.092 -4.603 -0.005 0.07 -0.04 -0.07 -0.353
H -3.020 4.883 -3.528 -0.02 0.01 0.01 0.094
H 0.993 -4.828 2.151 -0.02 0.00 0.00 0.111
N -0.691 1.169 0.795 -0.14 -0.10 -0.05 -0.074
H 4.445 -1.737 -3.588 0.02 -0.01 -0.02 0.119
H -0.015 -4.839 -4.442 0.00 -0.02 -0.02 0.134
H 0.335 -2.701 3.531 0.02 0.02 -0.02 0.118
H 0.083 6.164 1.687 0.02 0.01 -0.05 0.095
H -4.279 3.786 -2.914 0.00 0.02 0.00 0.097
H -2.321 -2.957 -0.758 -0.22 -0.15 -0.07 0.061
C -1.463 2.400 2.684 0.03 -0.02 0.03 0.038
C -0.884 4.782 3.057 0.06 -0.16 -0.23 -0.233
N 5.011 -3.447 3.766 0.01 0.00 0.03 0.121
C -0.568 -3.929 -4.264 0.01 0.08 0.02 0.034
H 1.502 1.220 -2.616 -0.02 0.01 -0.01 0.107
C -0.679 7.074 3.489 0.05 0.07 -0.06 -0.115
C 0.007 2.233 0.401 0.10 0.00 0.01 -0.133
C -1.394 1.252 1.929 -0.15 0.01 -0.03 -0.113
H -2.041 2.455 3.597 -0.03 0.00 0.01 0.129
C 0.006 3.419 1.105 -0.04 0.01 -0.05 0.017
H 5.761 -2.808 3.560 -0.01 0.00 -0.01 0.096
N 2.882 -2.339 -2.420 0.03 0.07 -0.04 0.152
C -1.954 -1.527 -3.855 -0.01 -0.11 0.16 -0.032
C -0.760 3.527 2.261 0.02 0.10 0.06 -0.105
C 4.141 -3.708 2.730 0.02 -0.01 0.03 -0.314
C 1.232 -1.243 2.265 0.01 0.04 0.03 -0.626
O -3.884 6.334 6.134 -0.05 -0.03 0.06 -0.353
```
Positions in Å, forces in eV/Å.


# 3
Formula: C31H31FeN2O3
Source: the Open Molecules 2025 dataset
Level of theory: the ωB97M-V functional and the def2-TZVPD basis

Results
Kohn-Sham gap (spin up / spin down) (Eh): 0.2377 / 0.2170
LUMO energy (spin up / spin down) (eV): -3.2076 / -4.8890
Total charge: +1
DFT total energy (a.u.): -2798.4195
Multiplicity: 5

Structure (XYZ):
```
68
Properties=species:S:1:pos:R:3:forces:R:3:lowdin_charge:R:1
O -0.964 3.231 5.624 -0.48 0.30 -1.15 0.139
H 0.300 2.063 2.809 -0.03 0.34 -0.43 0.112
H 1.569 -4.173 0.649 -0.10 0.22 0.17 0.081
Fe -1.799 4.637 3.194 0.09 -1.83 -0.41 0.136
H 1.243 -3.881 3.817 -0.23 0.21 0.10 0.127
H -3.257 -2.444 -2.905 0.07 0.05 0.05 0.090
H -2.761 -2.359 4.226 0.24 -0.07 0.03 0.134
C -0.488 -2.352 -1.949 -0.28 1.64 -0.06 0.027
H -3.383 -1.151 0.921 0.04 -0.28 0.47 0.050
H -1.503 -4.182 5.851 0.45 0.39 -0.09 0.097
C -2.784 -2.164 -3.850 -0.44 -0.21 -0.12 -0.034
C -1.284 3.652 4.600 1.38 -1.25 1.87 -0.191
C -3.448 4.421 3.944 -2.26 0.56 1.26 -0.132
C 1.676 -3.287 1.290 0.86 -0.23 0.02 -0.042
H -3.421 -0.118 -5.482 0.13 0.09 -0.02 0.123
C -2.517 1.453 0.004 -0.20 0.49 0.13 0.002
H -3.280 3.313 -5.160 0.30 -0.49 -0.26 0.096
H 0.093 0.039 1.625 0.75 0.06 0.46 0.102
H -2.410 -0.974 -0.297 -0.52 -1.01 -0.99 0.116
H -0.237 -2.759 -2.921 -0.13 0.14 0.25 0.150
C -1.347 -0.814 -0.372 0.22 0.19 -0.55 -0.138
H -0.021 4.265 1.978 -0.68 -0.34 -0.57 0.129
C -0.748 3.489 1.617 -1.45 1.48 -0.38 -0.161
H 0.342 2.383 -1.705 0.25 0.04 0.01 0.096
H -1.015 -2.513 6.251 0.18 -0.48 -0.25 0.095
C -2.199 1.481 -4.712 -0.28 0.63 -0.38 -0.248
C -3.275 -1.830 1.773 -0.70 0.48 0.06 -0.012
H -0.094 -3.926 -0.494 0.01 0.24 0.23 0.141
C -2.716 2.510 -5.679 -0.20 0.31 -0.41 -0.047
C -1.903 -2.142 2.297 0.81 -0.10 -0.25 -0.169
C -1.860 -2.490 3.629 0.25 0.01 0.12 -0.006
N -0.913 -1.060 -1.789 -0.06 -1.61 0.01 0.040
H -3.817 -1.343 2.596 -0.04 -0.20 -0.30 0.097
O -1.551 7.073 4.757 1.33 -2.98 -1.45 0.110
C -2.229 -0.774 -3.831 0.32 1.02 0.64 -0.175
C -1.392 0.585 0.269 0.44 0.51 -0.32 -0.178
C -0.744 -3.400 5.645 0.04 -0.13 0.53 -0.043
C -2.783 2.786 0.408 -0.74 -1.94 -0.55 -0.050
H -3.794 3.106 0.181 0.06 -0.03 -0.23 0.106
C -0.729 0.996 -2.887 -0.38 -0.33 -0.04 -0.188
H -0.877 2.918 -3.776 0.00 -0.04 -0.25 0.133
H -2.357 4.831 0.939 0.40 -0.20 -0.36 0.113
H 1.396 1.129 -2.425 -0.31 0.14 -0.15 0.106
N -0.635 -1.949 0.231 -0.79 -0.22 -1.17 0.048
H -1.865 2.993 -6.201 -0.51 -0.22 0.18 0.094
C 0.447 -2.949 2.078 -0.85 0.47 0.28 -0.188
H 0.246 -3.765 5.971 -0.51 0.13 -0.01 0.084
H -3.817 -2.758 1.530 0.24 0.24 0.03 0.108
C 0.392 -3.340 3.402 -0.12 0.11 0.21 0.007
C -1.349 6.093 4.148 -1.76 4.58 1.46 -0.128
C -0.719 -3.045 4.187 0.00 -0.46 0.67 -0.250
H -3.380 2.047 -6.429 0.29 0.31 0.28 0.083
C -1.332 -0.267 -2.861 0.26 0.01 -0.54 -0.150
H -3.368 1.036 -0.596 0.92 0.15 0.54 0.133
C -0.359 -2.905 -0.718 -0.07 0.56 0.67 0.024
H 2.093 -2.485 0.668 -0.33 -0.02 0.12 0.095
C -2.673 0.169 -4.750 0.34 0.13 0.15 0.009
H 2.456 -3.563 2.009 -0.08 0.13 -0.19 0.088
C -0.415 0.903 1.249 -1.71 2.74 0.70 -0.006
O -4.344 4.298 4.665 1.48 0.02 -1.41 0.129
C -1.232 1.892 -3.798 -0.12 -0.12 -0.16 0.006
C -0.693 -2.275 1.578 -0.17 -1.03 0.88 -0.161
H -3.559 -2.201 -4.618 0.02 -0.09 0.11 0.087
C -1.985 3.801 1.009 2.25 -0.21 0.87 -0.124
C 0.414 1.329 -1.975 0.08 0.21 0.08 -0.005
H -2.072 -2.955 -4.098 0.07 0.22 -0.01 0.078
H 0.376 0.761 -1.051 0.25 0.13 -0.21 0.048
C -0.334 2.154 1.917 1.70 -3.53 0.03 -0.045
```
Positions in Å, forces in eV/Å.